Formula: C4H16NO2
Source: the Open Molecules 2025 dataset
Level of theory: ωB97M-V with the def2-TZVPD basis set

Total charge: +2
HOMO level (spin up / spin down) (eV): -18.23 / -18.04
Spin multiplicity: 2
Energy above the lowest of the compared OMol25 structures with the same formula, charge and spin (eV): 2.8625
Max |F| (eV/A): 4.3

Atoms and positions in Å:
C -1.072 -1.451 -0.535
C -0.694 0.066 -0.660
C -1.940 0.818 -0.925
C -2.059 2.267 -0.236
N 0.223 0.509 0.488
H -0.199 -2.099 -0.279
H -1.523 -1.726 -1.506
H -1.947 -1.428 0.105
H -0.089 0.118 -1.565
H -2.374 0.928 -1.960
H -2.808 0.218 -0.501
H -2.836 3.021 -0.806
H -2.349 2.225 0.852
H -1.086 2.873 -0.246
H 0.121 1.513 0.306
H -0.090 0.154 1.408
H 1.234 0.230 0.387
H 4.972 0.126 1.228
H 4.351 -0.964 0.278
O 4.210 -0.189 0.716
H 2.675 -1.885 1.013
H 1.552 -3.168 1.393
O 1.727 -2.158 1.043

=====

Formula: C20H54B3N3O12P2
Source: the Open Molecules 2025 dataset
Level of theory: ωB97M-V with the def2-TZVPD basis set

Total charge: 0
HOMO level (eV): -8.38
SMILES: CP(C)B1OBOB(P(=O)(O)O)O1.COCCNCCOC.COCCNCCOC.COCCNCCOC
Max |F| (eV/A): 1.1

Atoms and positions in Å:
C -0.649 -2.801 1.914
P 0.291 -3.858 3.068
C 1.338 -4.974 2.065
B 1.407 -2.711 4.077
O 2.160 -3.186 5.138
B 2.572 -2.228 6.037
O 3.156 -1.086 5.505
B 2.647 -0.749 4.279
P 3.600 0.329 2.997
O 4.780 -0.434 2.561
O 2.583 0.685 1.796
O 3.849 1.783 3.599
O 1.460 -1.317 3.865
H -1.339 -3.446 1.369
H -0.056 -2.225 1.201
H -1.242 -2.109 2.512
H 1.790 -4.491 1.198
H 0.708 -5.792 1.717
H 2.130 -5.392 2.685
H 2.358 -2.320 7.199
H 2.165 -0.125 1.467
H 4.070 2.446 2.930
C -3.452 -9.386 -2.094
O -4.012 -8.117 -2.353
C -5.348 -7.945 -1.902
C -5.421 -7.010 -0.715
N -4.833 -7.609 0.472
C -4.650 -6.706 1.600
C -3.759 -5.482 1.418
O -2.381 -5.774 1.269
C -1.973 -6.149 -0.033
H -2.531 -9.456 -2.671
H -3.209 -9.532 -1.035
H -4.124 -10.191 -2.407
H -5.799 -8.913 -1.660
H -5.915 -7.504 -2.726
H -6.473 -6.785 -0.513
H -4.934 -6.069 -1.009
H -3.943 -8.023 0.230
H -4.235 -7.292 2.424
H -5.636 -6.358 1.925
H -3.835 -4.890 2.334
H -4.099 -4.842 0.594
H -2.558 -5.637 -0.803
H -2.044 -7.228 -0.196
H -0.926 -5.864 -0.143
C 3.067 3.516 -5.699
O 2.120 2.843 -4.899
C 2.312 1.439 -4.790
C 2.796 1.044 -3.412
N 4.159 1.489 -3.174
C 4.621 1.358 -1.796
C 3.869 2.112 -0.705
O 4.013 3.520 -0.746
C 3.171 4.187 -1.668
H 2.685 4.521 -5.872
H 4.047 3.597 -5.214
H 3.199 3.019 -6.664
H 3.006 1.085 -5.559
H 1.342 0.966 -4.965
H 2.766 -0.048 -3.333
H 2.077 1.447 -2.685
H 4.249 2.455 -3.461
H 5.661 1.691 -1.766
H 4.624 0.295 -1.533
H 4.299 1.798 0.247
H 2.806 1.845 -0.676
H 2.207 3.679 -1.770
H 3.643 4.285 -2.651
H 2.995 5.190 -1.285
C 1.101 4.720 0.920
O 0.985 5.746 -0.044
C 0.023 5.503 -1.061
C -1.199 6.382 -0.902
N -1.986 5.999 0.260
C -3.051 6.926 0.621
C -2.680 8.361 0.980
O -1.977 8.499 2.198
C -0.583 8.275 2.129
H 2.014 4.902 1.486
H 0.258 4.706 1.620
H 1.178 3.733 0.452
H -0.260 4.445 -1.090
H 0.498 5.747 -2.015
H -1.820 6.276 -1.798
H -0.850 7.423 -0.862
H -1.371 5.877 1.053
H -3.575 6.500 1.480
H -3.771 6.958 -0.204
H -3.616 8.910 1.115
H -2.133 8.860 0.170
H -0.169 8.607 1.171
H -0.322 7.223 2.278
H -0.120 8.853 2.928

=====

Formula: C42H54IN2O2RuS
Source: the Open Molecules 2025 dataset
Level of theory: ωB97M-V with the def2-TZVPD basis set

Total charge: +2
HOMO level (spin up / spin down) (eV): -13.29 / -13.15
Spin multiplicity: 2
Energy above the lowest of the compared OMol25 structures with the same formula, charge and spin (eV): 0.3113
Max |F| (eV/A): 1.7

Atoms and positions in Å:
Ru -0.182 0.450 0.580
C 0.026 -0.615 2.446
C -0.127 -1.843 1.643
C 1.073 -2.012 0.905
C 1.854 -0.863 1.196
C 1.308 -0.085 2.248
C 2.148 0.661 3.281
C 3.289 1.493 2.697
C 1.304 1.488 4.250
C 2.790 -0.494 4.080
C 1.686 -3.174 0.101
C 1.054 -3.411 -1.275
C 3.175 -2.877 -0.153
C 1.682 -4.457 0.945
C -1.354 -2.714 1.863
C -1.782 -3.666 0.744
C -1.048 -3.529 3.142
C -2.573 -1.822 2.165
H -0.639 -0.370 3.258
H 2.825 -0.660 0.773
H 2.948 2.400 2.206
H 3.894 0.921 1.991
H 3.951 1.804 3.506
H 0.663 2.207 3.744
H 1.960 2.048 4.916
H 0.675 0.852 4.875
H 3.469 -1.082 3.460
H 2.033 -1.161 4.493
H 3.366 -0.083 4.910
H 1.127 -2.503 -1.887
H 0.020 -3.744 -1.225
H 1.616 -4.177 -1.813
H 3.325 -2.025 -0.820
H 3.633 -3.745 -0.627
H 3.719 -2.687 0.773
H 0.694 -4.820 1.199
H 2.228 -4.296 1.877
H 2.192 -5.250 0.398
H -1.024 -4.382 0.450
H -2.104 -3.125 -0.143
H -2.633 -4.242 1.108
H -0.229 -4.230 2.995
H -1.934 -4.099 3.422
H -0.792 -2.875 3.977
H -2.716 -1.060 1.393
H -2.498 -1.326 3.132
H -3.469 -2.442 2.189
O -0.989 -1.181 -0.947
C -2.039 -0.901 -1.851
C -2.471 0.527 -1.717
C -3.592 0.962 -2.413
C -3.926 2.300 -2.385
C -3.111 3.166 -1.668
C -2.040 2.646 -0.978
N -1.715 1.340 -0.970
H -0.225 -1.529 -1.420
H -2.881 -1.575 -1.665
H -1.700 -1.067 -2.878
H -4.181 0.250 -2.977
H -4.793 2.665 -2.919
H -3.303 4.228 -1.640
H -1.394 3.310 -0.425
O 1.247 0.653 -1.312
S 2.577 1.150 -1.873
C 3.119 -0.149 -3.007
C 4.426 0.216 -3.651
C 5.547 0.496 -2.873
C 6.749 0.829 -3.477
C 6.840 0.876 -4.862
C 5.729 0.586 -5.640
C 4.524 0.261 -5.038
C 2.235 2.468 -3.078
C 1.458 2.076 -4.300
C 0.169 1.559 -4.215
C -0.520 1.212 -5.365
C 0.064 1.385 -6.612
C 1.344 1.912 -6.704
C 2.039 2.252 -5.553
H 2.315 -0.292 -3.730
H 3.194 -1.040 -2.382
H 5.490 0.445 -1.791
H 7.617 1.042 -2.869
H 7.780 1.130 -5.333
H 5.802 0.607 -6.719
H 3.658 0.030 -5.646
H 3.226 2.840 -3.349
H 1.740 3.242 -2.485
H -0.285 1.430 -3.245
H -1.525 0.815 -5.293
H -0.478 1.119 -7.509
H 1.801 2.063 -7.672
H 3.038 2.661 -5.630
I -2.504 1.928 2.570
C -0.849 2.986 1.949
C -0.731 4.328 2.265
C 0.355 5.041 1.785
C 1.294 4.381 1.011
C 1.118 3.035 0.756
N 0.070 2.331 1.201
H -1.488 4.802 2.872
H 0.464 6.093 2.013
H 2.165 4.888 0.622
H 1.843 2.480 0.189

=====

Formula: C3H2FMnO2
Source: the Open Molecules 2025 dataset
Level of theory: ωB97M-V with the def2-TZVPD basis set

Total charge: -1
HOMO level (spin up / spin down) (eV): -3.65 / -2.42
Spin multiplicity: 6
Energy above the lowest of the compared OMol25 structures with the same formula, charge and spin (eV): 0.0768
Max |F| (eV/A): 2.3

Atoms and positions in Å:
C -0.418 0.254 -0.148
O 0.496 -1.476 0.632
C 1.000 -0.267 0.088
C -0.779 -0.940 0.343
O 2.124 -0.128 -0.285
Mn 3.273 2.012 -1.100
H -0.846 1.007 -0.838
H -1.670 -1.415 0.751
F -3.179 0.953 0.557

=====

- What is the max |F| in the first record?
  4.3 eV/A